1.
The following is a quantum chemistry calculation of a molecular structure, C43H36GeInN4S4SbSe2, from the OMol25 dataset.

Last column: Löwdin charge in e.
Atoms and positions in Å:
In: 0.217767 0.202770 -0.062524  0.383
Se: -4.042006 1.067851 -1.459923  0.664
Se: -3.930407 1.377023 0.818594  0.645
C: -3.332448 -0.376357 1.339908  -0.695
C: -4.082835 -0.993679 2.334094  -0.149
C: -3.784954 -2.293463 2.684769  -0.068
C: -2.774347 -2.942087 1.993579  -0.048
C: -2.076776 -2.234198 1.033931  -0.168
N: -2.311278 -0.955083 0.721364  0.025
C: -2.662668 2.297876 -2.001882  -0.670
C: -3.061092 3.414503 -2.727559  -0.102
C: -2.093465 4.291824 -3.188901  -0.053
C: -0.769297 4.034662 -2.880675  -0.032
C: -0.479413 2.904772 -2.134709  -0.167
N: -1.394506 2.031620 -1.717003  -0.020
H: -4.887856 -0.451430 2.808642  0.101
H: -4.343171 -2.795801 3.462455  0.114
H: -2.515186 -3.970702 2.202240  0.108
H: -1.257708 -2.697795 0.512612  0.066
H: -4.112580 3.582994 -2.911149  0.095
H: -2.372620 5.166644 -3.760858  0.111
H: 0.030602 4.682831 -3.206942  0.109
H: 0.546178 2.680623 -1.872042  0.051
S: -1.421841 0.040258 4.211185  -0.160
Sb: 0.178966 1.503332 3.516453  0.431
S: -0.552081 2.103462 1.263815  -0.098
S: 1.832647 -0.166012 2.452532  0.462
S: -2.006412 -2.860567 -3.990643  1.040
C: -1.727087 -1.256384 -4.508884  -0.381
C: -1.261700 -0.514662 -3.475046  -0.270
N: -1.112477 -1.184239 -2.283103  -0.005
C: -1.463822 -2.426014 -2.431888  -0.488
H: -1.920941 -0.941242 -5.517707  0.068
H: -1.006993 0.527434 -3.531629  0.087
H: -1.442375 -3.164053 -1.647451  0.066
C: 5.692656 -2.798376 -1.298420  -0.086
C: 5.119058 -2.446587 -0.085381  -0.084
C: 4.248716 -1.368273 -0.011269  -0.132
C: 3.933697 -0.626138 -1.149730  -0.320
C: 4.532084 -0.980663 -2.359268  -0.109
C: 5.403917 -2.057822 -2.434914  -0.084
Ge: 2.634276 0.847283 -1.089244  0.913
C: 2.530441 1.575468 -2.912777  -0.343
C: 3.081384 2.817642 -3.221710  -0.100
C: 2.943095 3.360140 -4.493925  -0.085
C: 2.254595 2.664614 -5.477092  -0.091
C: 1.710961 1.420494 -5.186567  -0.082
C: 1.848347 0.886224 -3.914162  -0.136
C: 3.321658 2.227912 0.113238  -0.331
C: 2.607568 3.401034 0.355719  -0.145
C: 3.088999 4.356971 1.237236  -0.080
C: 4.290390 4.148359 1.899545  -0.088
C: 5.009591 2.985169 1.672714  -0.083
C: 4.526969 2.031206 0.786597  -0.105
H: 6.367678 -3.642129 -1.356801  0.100
H: 5.348902 -3.011317 0.809322  0.103
H: 3.809013 -1.107654 0.945822  0.049
H: 4.311735 -0.413497 -3.255388  0.094
H: 5.858475 -2.319916 -3.381706  0.101
H: 3.618335 3.371454 -2.460654  0.100
H: 3.375872 4.326917 -4.718247  0.102
H: 2.143847 3.088641 -6.466699  0.100
H: 1.175805 0.866617 -5.948519  0.102
H: 1.404330 -0.079109 -3.699413  0.080
H: 1.650346 3.569928 -0.121282  0.062
H: 2.515703 5.256887 1.419943  0.105
H: 4.660096 4.887263 2.598417  0.101
H: 5.946656 2.816916 2.187991  0.102
H: 5.101085 1.129154 0.615296  0.091
C: 1.995046 -3.369441 4.117103  -0.079
C: 2.590660 -4.006147 2.961382  -0.039
C: 2.292936 -3.651853 1.698895  -0.031
C: 1.347284 -2.579354 1.436365  -0.329
C: 0.904546 -1.754305 2.607322  -0.624
C: 1.190121 -2.317287 3.952028  -0.120
N: 0.893085 -2.255120 0.264236  0.056
C: 1.023455 -3.180266 -0.810609  -0.299
C: 1.515223 -2.797507 -2.051325  -0.046
C: 1.556019 -3.697490 -3.103684  -0.069
C: 1.083998 -4.991306 -2.940372  -0.090
C: 0.570433 -5.376600 -1.711249  -0.075
C: 0.540058 -4.481571 -0.654407  -0.056
H: 2.230239 -3.740947 5.104239  0.103
H: 3.312361 -4.797389 3.124079  0.112
H: 2.763710 -4.140798 0.858644  0.114
H: -0.158758 -1.490261 2.521923  0.018
H: 0.724999 -1.794499 4.777897  0.074
H: 1.863675 -1.788621 -2.180651  0.063
H: 1.955141 -3.379802 -4.057439  0.112
H: 1.109541 -5.691819 -3.763803  0.104
H: 0.192023 -6.380387 -1.570766  0.106
H: 0.126046 -4.784251 0.300034  0.122

Cartesian forces (eV/Å) of the 3 atoms listed first:
In 0.1380 -0.0136 -0.0422
Se -0.0438 -0.0401 -0.0943
Se -0.0819 -0.0131 0.1428

Computed properties:
DFT total energy = -10782.1816 Eh


2.
The following is a quantum chemistry calculation of a molecular structure, C43H36IrNP2S in a non-equilibrium geometry, from the OMol25 dataset.

Last column: Löwdin charge in e.
Atoms and positions in Å:
Ir: 0.010162 0.253149 0.496451  0.637
C: 2.264062 0.983449 2.709351  -0.264
P: 2.324562 0.539849 0.910651  0.905
C: 3.440162 1.773249 0.200151  -0.316
C: 4.752062 1.505649 -0.223349  -0.090
C: 5.479262 2.470449 -0.884249  -0.117
C: 4.927962 3.718749 -1.156849  -0.106
C: 3.604262 3.971049 -0.794049  -0.091
C: 2.870262 3.015149 -0.136349  -0.094
C: 3.292162 -0.985051 0.800651  -0.355
C: 3.284362 -1.635451 -0.448049  -0.116
C: 3.987762 -2.798751 -0.646549  -0.106
C: 4.728962 -3.357951 0.399251  -0.116
C: 4.740062 -2.725951 1.640651  -0.109
C: 4.029862 -1.562951 1.844751  -0.078
C: 1.094962 0.267649 3.303851  -0.415
C: 0.762262 -0.047751 4.606151  -0.098
C: -0.528938 -0.615351 4.564751  -0.096
C: -0.918738 -0.603551 3.239951  -0.408
C: -2.192338 -0.999351 2.570151  -0.243
P: -1.764338 -1.294051 0.772751  0.928
C: -3.377638 -1.454851 -0.012149  -0.325
C: -3.680938 -2.466051 -0.941149  -0.097
C: -4.810038 -2.398451 -1.718749  -0.105
C: -5.653438 -1.287351 -1.653549  -0.099
C: -5.322338 -0.235551 -0.800449  -0.098
C: -4.200638 -0.304651 -0.011349  -0.089
C: -1.053338 -2.956251 0.809551  -0.334
C: 0.326462 -3.074251 0.598251  -0.093
C: 0.979662 -4.275451 0.735551  -0.073
C: 0.260362 -5.418651 1.090851  -0.098
C: -1.111138 -5.318851 1.302051  -0.118
C: -1.765738 -4.112551 1.179851  -0.109
N: 0.073662 -0.075551 2.480851  -0.211
H: 3.205962 0.786949 3.233751  0.072
H: 2.083962 2.068249 2.721051  0.073
H: 5.192762 0.536549 -0.027549  0.094
H: 6.492862 2.255849 -1.202549  0.089
H: 5.508462 4.483549 -1.656449  0.086
H: 3.156162 4.924349 -1.044549  0.100
H: 1.834762 3.189749 0.121951  0.026
H: 2.707462 -1.191451 -1.250049  0.112
H: 3.976062 -3.290951 -1.612149  0.102
H: 5.299762 -4.265151 0.243151  0.088
H: 5.322662 -3.150751 2.453251  0.093
H: 4.053262 -1.093751 2.818351  0.092
H: 1.359962 0.112149 5.488851  0.072
H: -1.102038 -0.963651 5.408851  0.073
H: -2.634738 -1.902551 3.011151  0.081
H: -2.930938 -0.187451 2.619551  0.079
H: -3.018738 -3.315951 -1.020749  0.093
H: -5.040238 -3.206751 -2.402549  0.093
H: -6.543338 -1.243251 -2.266849  0.087
H: -5.950238 0.648749 -0.773149  0.099
H: -3.934338 0.531749 0.623551  0.102
H: 0.871662 -2.181451 0.301051  0.031
H: 2.049862 -4.329551 0.583351  0.083
H: 0.766462 -6.369451 1.202151  0.087
H: -1.663938 -6.207651 1.584951  0.089
H: -2.832738 -4.051551 1.350251  0.100
S: -0.530338 2.850749 1.251051  0.557
C: -1.879538 3.752649 0.655051  -0.729
C: -2.497938 3.488549 -0.571549  -0.129
C: -3.528938 4.292249 -1.012549  -0.126
C: -3.978838 5.362749 -0.252349  -0.157
C: -3.387638 5.616549 0.976551  -0.146
C: -2.354138 4.824749 1.425851  -0.170
H: -2.153538 2.648949 -1.160749  0.082
H: -3.988738 4.092449 -1.971749  0.090
H: -4.776138 6.002149 -0.610249  0.073
H: -3.739338 6.446249 1.583751  0.082
H: -1.892738 5.022949 2.383251  0.077
C: -0.122438 0.505849 -1.407149  -0.220
C: -0.262038 0.442049 -2.762549  -0.411
C: -0.269638 1.618649 -3.579349  -0.123
C: -0.363838 1.539949 -4.941949  -0.183
C: -0.463838 0.309249 -5.592449  -0.216
C: -0.476538 -0.854851 -4.823449  -0.187
C: -0.384838 -0.803851 -3.459449  -0.127
H: -0.186138 2.574649 -3.079749  0.085
H: -0.358238 2.453249 -5.527949  0.077
H: -0.534438 0.256649 -6.672549  0.045
H: -0.555238 -1.815851 -5.320649  0.076
H: -0.399438 -1.707051 -2.867349  0.076

Cartesian forces (eV/Å) of the 3 atoms listed first:
Ir -0.4234 1.3008 -1.7206
C 0.1693 -0.0179 -0.1396
P -1.8710 -0.1623 0.2721

Computed properties:
total charge = -2
relative energy (zero: lowest compared OMol25 entry of this formula, charge and spin) = 0.670 eV